Record 1
C58H124N12 | the ωB97M-V functional and the def2-TZVPD basis

Structure (XYZ):
```
194
C58H124N12 the ωB97M-V functional and the def2-TZVPD basis
C 3.07 2.47 6.38
C 1.68 2.03 6.05
N 1.65 1.17 4.90
C 2.28 -0.09 5.22
C 2.40 -1.06 4.02
C 0.21 0.91 4.60
C -0.49 2.17 4.12
H 3.05 3.31 7.09
H 3.61 2.92 5.55
H 3.64 1.62 6.77
H 1.31 1.43 6.89
H 0.94 2.79 5.90
H 3.26 0.07 5.64
H 1.70 -0.50 6.10
H 3.14 -0.58 3.35
H 2.82 -1.97 4.47
H 1.49 -1.33 3.43
H -0.30 0.58 5.51
H 0.17 0.14 3.85
H -1.38 1.84 3.55
H 0.20 2.74 3.52
H -0.82 2.75 5.03
C 2.97 5.42 -1.56
C 2.73 4.43 -2.70
N 3.36 4.79 -3.98
C 2.92 3.97 -5.18
C 1.40 4.14 -5.41
C 4.85 4.64 -3.84
C 5.55 5.57 -4.75
H 3.74 5.07 -0.95
H 2.10 5.40 -0.89
H 3.23 6.37 -2.03
H 3.01 3.44 -2.44
H 1.66 4.37 -2.94
H 3.09 2.92 -5.12
H 3.36 4.39 -6.05
H 0.91 3.69 -4.56
H 1.13 3.50 -6.24
H 1.21 5.20 -5.64
H 5.08 4.75 -2.79
H 5.26 3.56 -4.01
H 5.58 6.63 -4.44
H 6.57 5.19 -4.77
H 5.06 5.48 -5.73
C -7.04 1.66 3.98
C -5.80 2.20 4.74
N -5.51 1.53 6.00
C -4.91 0.18 5.84
C -5.01 -0.62 7.09
C -4.78 2.41 6.88
C -3.43 2.96 6.35
H -6.91 1.04 3.04
H -7.72 2.47 3.65
H -7.55 1.05 4.70
H -4.82 2.08 4.24
H -5.97 3.28 4.95
H -5.47 -0.36 5.05
H -3.83 0.20 5.51
H -4.21 -0.25 7.80
H -5.96 -0.51 7.61
H -4.82 -1.69 6.84
H -4.64 1.78 7.80
H -5.35 3.31 7.23
H -2.96 3.70 7.02
H -3.60 3.63 5.48
H -2.81 2.19 5.98
C -3.37 -1.15 -2.73
C -3.76 -1.99 -1.45
N -4.40 -3.24 -1.77
C -3.57 -4.19 -2.42
C -2.55 -4.93 -1.57
C -5.27 -3.76 -0.72
C -6.00 -5.05 -1.01
H -2.92 -0.24 -2.45
H -4.35 -0.92 -3.19
H -2.71 -1.78 -3.38
H -2.91 -2.16 -0.71
H -4.52 -1.35 -0.89
H -4.16 -4.99 -2.88
H -3.03 -3.75 -3.29
H -1.72 -4.29 -1.29
H -3.01 -5.29 -0.63
H -2.12 -5.78 -2.15
H -6.06 -3.08 -0.50
H -4.81 -3.83 0.32
H -6.77 -5.35 -0.28
H -5.38 -5.90 -1.11
H -6.52 -4.93 -2.03
C 0.69 0.92 1.33
C 1.61 0.32 0.15
N 0.94 -0.42 -0.89
C 0.16 -1.58 -0.45
C 0.96 -2.51 0.40
C -0.01 0.52 -1.57
C 0.59 1.81 -2.06
H 0.00 0.17 1.58
H 0.17 1.80 1.00
H 1.22 1.08 2.27
H 2.16 1.12 -0.32
H 2.36 -0.34 0.60
H -0.81 -1.33 0.01
H -0.07 -2.17 -1.35
H 1.96 -2.55 -0.06
H 1.01 -2.20 1.42
H 0.63 -3.52 0.28
H -0.85 0.65 -0.82
H -0.46 0.08 -2.47
H -0.08 2.26 -2.83
H 1.50 1.57 -2.56
H 0.82 2.46 -1.24
C -3.89 -1.98 -8.99
C -4.88 -2.58 -7.97
C -4.44 -4.00 -7.54
C -3.27 -3.92 -6.72
N -2.34 -3.79 -6.06
H -4.36 -1.06 -9.39
H -3.71 -2.70 -9.73
H -2.96 -1.71 -8.56
H -5.86 -2.71 -8.40
H -5.00 -1.80 -7.19
H -4.10 -4.56 -8.46
H -5.18 -4.57 -7.02
C 6.43 -1.42 -2.60
C 5.31 -1.63 -1.66
C 4.24 -0.48 -1.88
C 4.62 0.82 -1.37
N 5.04 1.84 -1.05
H 7.04 -2.31 -2.61
H 7.07 -0.61 -2.32
H 6.08 -1.40 -3.65
H 5.57 -1.76 -0.61
H 4.69 -2.49 -1.95
H 3.30 -0.77 -1.34
H 3.94 -0.40 -2.94
C 6.30 3.95 1.48
C 5.40 3.44 2.57
C 4.43 2.24 2.12
C 5.11 0.92 2.27
N 5.61 -0.14 2.28
H 5.73 4.32 0.65
H 7.05 3.20 1.25
H 6.88 4.80 1.89
H 4.71 4.26 2.87
H 5.98 3.18 3.50
H 3.97 2.39 1.11
H 3.64 2.17 2.86
C -2.41 3.93 1.84
C -2.60 4.55 0.41
C -2.95 3.36 -0.60
C -2.81 3.73 -2.01
N -2.70 4.03 -3.12
H -3.28 3.33 2.21
H -2.16 4.66 2.62
H -1.61 3.19 1.64
H -1.62 5.02 0.15
H -3.37 5.30 0.33
H -4.03 3.16 -0.44
H -2.30 2.51 -0.34
C 4.00 -4.45 1.08
C 4.91 -5.51 0.50
C 4.26 -6.54 -0.53
C 3.70 -5.95 -1.77
N 3.35 -5.49 -2.76
H 3.61 -3.80 0.29
H 4.35 -3.77 1.92
H 3.12 -4.89 1.54
H 5.26 -6.11 1.32
H 5.84 -5.07 0.07
H 3.41 -6.96 0.02
H 5.01 -7.19 -0.89
C 0.29 -0.46 -5.34
C 0.40 -1.86 -4.55
C 1.21 -2.79 -5.42
C 2.57 -2.26 -5.66
N 3.64 -1.88 -5.71
H -0.30 0.32 -4.81
H -0.29 -0.61 -6.31
H 1.29 -0.12 -5.65
H -0.62 -2.23 -4.35
H 0.92 -1.70 -3.55
H 0.58 -2.92 -6.30
H 1.33 -3.73 -4.98
C -1.68 -2.01 4.95
C -2.44 -3.01 4.11
C -2.47 -2.75 2.61
C -3.29 -1.53 2.30
N -3.90 -0.65 1.91
H -2.02 -0.97 4.79
H -0.66 -1.93 4.67
H -1.73 -2.21 5.99
H -3.44 -3.01 4.52
H -2.05 -4.00 4.23
H -2.91 -3.59 2.05
H -1.49 -2.59 2.16
```

## Properties
HOMO level	-8.14	eV
gap between HOMO and LUMO	8.50	eV
SMILES	CCN(CC)CC.CCN(CC)CC.CCN(CC)CC.CCN(CC)CC.CCN(CC)CC.CCCC#N.CCCC#N.CCCC#N.CCCC#N.CCCC#N.CCCC#N.CCCC#N
strongest force on any atom	3.06	eV/A
energy above the lowest of the compared OMol25 structures with the same formula, charge and spin	63.2	kcal/mol

These are the Mulliken partial charges, in e, on atoms 1 to 5: -1.3431, -0.5741, 1.0760, -1.0864, 0.2539

=====

Record 2
C58H125O42P3 | the ωB97M-V functional and the def2-TZVPD basis

Structure (XYZ):
```
228
C58H125O42P3 the ωB97M-V functional and the def2-TZVPD basis
C -3.23 -5.22 -0.20
C -4.62 -4.65 -0.37
O -4.80 -4.32 -1.76
C -5.99 -4.18 -2.28
O -7.04 -3.93 -1.63
O -5.82 -4.29 -3.60
C -6.94 -4.21 -4.52
H -3.14 -5.63 0.81
H -2.46 -4.45 -0.24
H -3.07 -6.08 -0.85
H -4.82 -3.89 0.39
H -5.30 -5.46 -0.10
H -7.73 -4.88 -4.17
H -6.78 -4.47 -5.57
H -7.34 -3.20 -4.54
C 5.88 -3.42 7.44
C 6.29 -3.24 6.03
O 5.77 -4.29 5.15
C 4.86 -4.01 4.16
O 4.54 -2.88 3.74
O 4.42 -5.20 3.73
C 3.55 -5.20 2.62
H 6.33 -2.56 7.94
H 6.15 -4.37 7.89
H 4.80 -3.29 7.48
H 7.35 -3.46 5.89
H 5.98 -2.24 5.74
H 3.23 -4.21 2.27
H 2.69 -5.84 2.84
H 4.17 -5.63 1.83
C 5.42 4.30 1.97
C 3.98 4.80 1.88
O 3.99 6.21 2.01
C 2.80 6.88 1.79
O 1.70 6.37 1.74
O 2.98 8.15 1.71
C 2.01 9.09 1.51
H 5.59 3.23 1.99
H 5.84 4.61 2.93
H 6.05 4.81 1.24
H 3.35 4.32 2.63
H 3.59 4.49 0.91
H 2.41 9.83 0.82
H 1.65 9.68 2.35
H 1.11 8.69 1.03
C 1.63 -3.59 5.50
C 1.40 -2.62 4.28
O 0.08 -2.92 3.83
C -0.24 -3.83 2.80
O 0.59 -4.64 2.40
O -1.52 -3.86 2.38
C -2.41 -2.83 2.86
H 0.79 -3.81 6.16
H 2.52 -3.23 6.01
H 1.81 -4.54 5.00
H 2.18 -2.69 3.52
H 1.53 -1.61 4.66
H -2.58 -2.93 3.93
H -3.35 -3.01 2.35
H -2.16 -1.81 2.57
C -8.30 -1.12 -1.15
C -7.11 -1.30 -0.24
O -6.91 -0.35 0.80
C -5.78 -0.58 1.59
O -4.92 -1.40 1.38
O -5.80 0.33 2.60
C -5.09 0.07 3.78
H -8.38 -1.85 -1.95
H -8.22 -0.11 -1.56
H -9.25 -1.03 -0.61
H -6.21 -1.15 -0.83
H -7.16 -2.25 0.28
H -5.74 0.49 4.55
H -4.15 0.61 3.71
H -4.92 -0.98 4.03
C 1.67 -1.93 -3.80
C 1.17 -0.55 -3.27
O 2.11 0.51 -3.53
C 3.16 0.72 -2.80
O 3.50 0.06 -1.84
O 3.79 1.93 -3.22
C 4.71 2.50 -2.30
H 1.80 -1.86 -4.88
H 0.92 -2.68 -3.54
H 2.60 -2.20 -3.30
H 1.16 -0.74 -2.20
H 0.15 -0.23 -3.50
H 4.35 2.95 -1.38
H 5.31 3.28 -2.77
H 5.45 1.78 -1.95
C 4.41 5.68 6.61
C 3.32 4.93 5.92
O 3.85 3.81 5.34
C 3.09 2.74 5.09
O 1.89 2.66 5.30
O 3.75 1.89 4.45
C 3.24 0.63 4.18
H 4.00 6.55 7.12
H 5.10 5.95 5.81
H 4.90 4.98 7.29
H 2.86 5.58 5.18
H 2.62 4.68 6.71
H 2.28 0.69 3.68
H 3.28 -0.02 5.06
H 3.84 0.22 3.37
C -1.32 5.57 4.21
C -1.43 4.12 4.71
O -2.81 3.75 4.77
C -3.43 3.55 5.96
O -3.01 3.86 7.07
O -4.65 3.00 5.70
C -5.53 2.72 6.86
H -1.73 5.61 3.20
H -0.29 5.94 4.18
H -1.95 6.23 4.82
H -1.00 3.93 5.69
H -0.77 3.51 4.09
H -6.41 2.15 6.55
H -5.96 3.64 7.25
H -5.00 2.16 7.63
C -7.09 3.40 -3.21
C -5.61 3.61 -3.04
O -5.33 3.79 -1.64
C -4.50 3.03 -1.04
O -4.00 2.05 -1.55
O -4.23 3.57 0.12
C -3.40 2.94 0.99
H -7.38 2.48 -2.70
H -7.35 3.42 -4.26
H -7.72 4.23 -2.91
H -5.17 4.51 -3.47
H -5.12 2.77 -3.53
H -3.73 1.94 1.27
H -3.61 3.49 1.91
H -2.35 3.08 0.75
C -6.68 2.02 -8.55
C -6.18 1.46 -7.24
O -7.23 1.21 -6.28
C -7.01 0.57 -5.16
O -7.93 0.11 -4.48
O -5.75 0.50 -4.89
C -5.30 -0.17 -3.70
H -5.87 2.30 -9.23
H -7.25 2.91 -8.34
H -7.31 1.26 -9.01
H -5.51 2.22 -6.82
H -5.67 0.50 -7.33
H -5.84 0.09 -2.79
H -4.22 -0.06 -3.59
H -5.47 -1.24 -3.82
C 1.11 0.56 -7.13
C 0.08 -0.37 -7.81
O -0.72 -1.01 -6.83
P -2.04 -0.17 -6.28
O -2.92 0.40 -7.36
O -2.79 -1.24 -5.28
C -3.25 -2.49 -5.76
C -4.40 -2.32 -6.77
O -1.39 0.88 -5.29
C -2.08 1.82 -4.53
C -1.10 2.89 -4.09
H 1.84 0.97 -7.83
H 0.67 1.47 -6.71
H 1.68 0.01 -6.38
H -0.49 0.17 -8.57
H 0.71 -1.07 -8.36
H -2.40 -3.09 -6.08
H -3.69 -3.00 -4.89
H -4.93 -1.39 -6.57
H -3.90 -2.29 -7.74
H -5.10 -3.16 -6.71
H -2.83 2.33 -5.13
H -2.53 1.26 -3.71
H -0.38 2.40 -3.43
H -0.71 3.39 -4.97
H -1.61 3.66 -3.50
C 1.91 -1.76 0.51
C 1.90 -0.32 0.88
O 0.89 -0.07 1.85
P -0.55 0.50 1.36
O -1.53 0.89 2.43
O -0.08 1.76 0.45
C 0.75 2.84 0.94
C 1.07 3.63 -0.30
O -0.97 -0.66 0.31
C -2.06 -0.39 -0.58
C -2.36 -1.55 -1.45
H 0.96 -2.09 0.08
H 2.71 -1.93 -0.21
H 2.11 -2.45 1.33
H 2.84 -0.10 1.38
H 1.91 0.43 0.08
H 0.20 3.46 1.64
H 1.60 2.42 1.47
H 0.18 3.66 -0.92
H 1.41 4.62 0.01
H 1.91 3.18 -0.82
H -3.03 0.01 -0.28
H -1.67 0.41 -1.20
H -1.42 -2.09 -1.55
H -2.89 -2.33 -0.90
H -2.77 -1.25 -2.41
C 8.71 -6.85 -0.23
C 7.43 -6.06 0.21
O 7.59 -4.68 -0.01
P 8.26 -3.68 1.11
O 9.03 -4.41 2.13
O 8.98 -2.61 0.16
C 10.01 -3.09 -0.69
C 9.35 -3.47 -1.98
O 6.99 -2.83 1.63
C 6.18 -2.09 0.79
C 6.31 -0.57 1.09
H 8.56 -7.89 0.06
H 8.68 -6.76 -1.32
H 9.62 -6.45 0.21
H 6.55 -6.48 -0.26
H 7.38 -6.24 1.29
H 10.77 -2.31 -0.80
H 10.62 -3.87 -0.24
H 9.25 -4.51 -2.29
H 8.37 -3.01 -2.05
H 9.96 -2.94 -2.72
H 6.28 -2.31 -0.28
H 5.16 -2.32 1.08
H 6.27 -0.36 2.16
H 7.29 -0.15 0.89
H 5.70 0.03 0.41
```

## Properties
HOMO level	-10.23	eV
gap between HOMO and LUMO	10.66	eV
strongest force on any atom	4.27	eV/A
energy above the lowest of the compared OMol25 structures with the same formula, charge and spin	64.7	kcal/mol

These are the Mulliken partial charges, in e, on atoms 1 to 5: -1.1534, 0.0367, -0.2688, 0.9069, -0.6874